Record 1
12 unconnected molecules or ions with the total composition C42H93FO27S8, computed with ωB97M-V with the def2-TZVPD basis set.

Cartesian coordinates (Å):
C  -1.154  4.572  -1.390
C  -1.901  5.732  -2.057
C  -1.409  6.984  -1.279
O  -0.430  6.574  -0.339
C  -0.045  5.242  -0.589
H  -0.633  3.973  -2.139
H  -1.825  3.964  -0.785
H  -2.969  5.567  -2.145
H  -1.514  5.834  -3.076
H  -2.269  7.365  -0.721
H  -1.021  7.749  -1.952
H  0.186  4.695  0.324
H  0.879  5.258  -1.188
C  2.812  1.579  -2.862
C  4.159  1.236  -3.479
C  4.988  2.493  -3.125
O  4.209  3.217  -2.191
C  3.234  2.320  -1.596
H  2.316  0.622  -2.686
H  2.177  2.157  -3.530
H  4.147  1.067  -4.555
H  4.607  0.365  -2.997
H  5.166  3.145  -3.980
H  5.947  2.229  -2.668
H  2.456  2.934  -1.152
H  3.743  1.725  -0.830
C  -2.914  2.525  -3.720
C  -3.441  1.097  -3.573
C  -3.756  0.677  -5.011
O  -3.165  1.642  -5.878
C  -2.389  2.605  -5.148
H  -2.126  2.670  -2.979
H  -3.645  3.315  -3.549
H  -4.337  1.092  -2.956
H  -2.679  0.455  -3.137
H  -4.832  0.673  -5.192
H  -3.315  -0.292  -5.267
H  -2.603  3.537  -5.672
H  -1.319  2.392  -5.211
O  7.027  -2.313  1.914
S  5.699  -2.650  2.286
O  4.716  -1.648  2.572
O  5.188  -3.573  1.100
C  3.803  -3.926  1.044
C  3.595  -4.980  -0.004
C  5.750  -3.823  3.610
H  3.178  -3.056  0.853
H  3.405  -4.348  1.980
H  3.862  -4.601  -1.002
H  2.577  -5.348  -0.074
H  4.318  -5.795  0.086
H  6.248  -3.306  4.428
H  6.320  -4.672  3.250
H  4.740  -4.096  3.903
O  -4.584  3.822  -0.005
S  -5.237  2.567  0.200
O  -5.796  1.862  -0.908
O  -4.208  1.579  0.841
C  -3.683  1.874  2.160
C  -2.191  1.879  2.116
C  -6.484  2.767  1.458
H  -4.081  1.176  2.899
H  -4.067  2.846  2.491
H  -1.829  2.567  1.351
H  -1.797  0.890  1.887
H  -1.800  2.224  3.072
H  -6.457  1.893  2.105
H  -7.447  2.784  0.955
H  -6.276  3.680  2.004
O  -0.184  0.232  -4.635
S  0.622  -0.307  -5.681
O  1.825  0.331  -6.099
O  1.038  -1.799  -5.318
C  2.190  -1.958  -4.466
C  2.335  -3.436  -4.230
C  -0.412  -0.681  -7.042
H  2.066  -1.435  -3.515
H  3.080  -1.528  -4.927
H  3.156  -3.780  -3.598
H  2.596  -3.963  -5.155
H  1.400  -3.832  -3.838
H  0.139  -1.234  -7.793
H  -0.921  0.218  -7.378
H  -1.164  -1.352  -6.616
O  1.073  -6.310  2.117
S  -0.178  -5.911  2.675
O  -1.373  -6.596  2.393
O  -0.044  -5.946  4.257
C  1.211  -5.537  4.808
C  1.060  -4.336  5.716
C  -0.422  -4.185  2.327
H  1.913  -5.263  4.014
H  1.723  -6.350  5.324
H  0.554  -4.615  6.639
H  0.586  -3.493  5.218
H  2.078  -4.030  5.980
H  -1.236  -4.135  1.605
H  0.474  -3.798  1.855
H  -0.774  -3.685  3.224
O  -2.843  -5.404  -4.338
S  -1.530  -4.969  -4.022
O  -0.533  -5.832  -3.458
O  -0.921  -4.301  -5.349
C  -0.554  -5.259  -6.377
C  -0.226  -4.468  -7.632
C  -1.533  -3.472  -3.051
H  -1.398  -5.927  -6.546
H  0.347  -5.784  -6.062
H  -0.084  -5.177  -8.451
H  0.754  -4.002  -7.508
H  -0.973  -3.719  -7.877
H  -2.437  -3.516  -2.448
H  -1.595  -2.657  -3.768
H  -0.623  -3.466  -2.466
O  -4.155  -3.361  2.693
S  -4.330  -1.951  2.689
O  -4.071  -1.138  3.818
O  -3.450  -1.340  1.529
C  -3.344  -2.100  0.296
C  -3.315  -1.085  -0.823
C  -5.946  -1.556  2.082
H  -4.199  -2.765  0.165
H  -2.432  -2.692  0.356
H  -2.489  -0.389  -0.690
H  -4.257  -0.542  -0.887
H  -3.195  -1.578  -1.790
H  -6.643  -1.900  2.845
H  -6.116  -2.111  1.166
H  -5.981  -0.476  2.002
O  1.036  -1.023  4.216
S  1.691  0.023  4.930
O  2.034  1.272  4.328
O  0.812  0.220  6.241
C  0.413  1.530  6.711
C  -0.717  2.155  5.904
C  3.153  -0.657  5.666
H  1.258  2.212  6.794
H  0.065  1.317  7.721
H  -0.680  1.780  4.884
H  -0.530  3.227  5.879
H  -1.697  1.966  6.334
H  3.447  0.045  6.442
H  3.910  -0.659  4.881
H  2.929  -1.665  5.996
O  0.447  7.320  4.706
S  0.895  5.979  4.878
O  0.203  4.958  4.157
O  2.433  5.870  4.603
C  2.885  6.092  3.230
C  3.218  4.774  2.592
C  0.991  5.581  6.587
H  3.751  6.745  3.291
H  2.086  6.600  2.692
H  3.979  4.196  3.113
H  3.576  4.944  1.573
H  2.324  4.157  2.485
H  1.546  4.646  6.637
H  -0.004  5.454  7.003
H  1.522  6.382  7.093
F  1.199  -2.709  -0.292
C  0.867  -1.393  -0.285
C  1.049  -0.626  0.845
C  0.748  0.726  0.820
C  0.194  1.280  -0.341
C  0.007  0.482  -1.454
C  0.354  -0.855  -1.436
H  1.486  -1.076  1.730
H  0.947  1.307  1.711
H  -0.022  2.341  -0.362
H  -0.308  0.904  -2.399
H  0.339  -1.435  -2.348

Output
E_tot: -6972.79556 Ha
net charge: 0
multiplicity: 1
HOMO-LUMO gap: 9.427 eV
HOMO energy: -9.307 eV
structure (SMILES): CCOS(C)(=O)=O.CCOS(C)(=O)=O.CCOS(C)(=O)=O.CCOS(C)(=O)=O.CCOS(C)(=O)=O.CCOS(C)(=O)=O.CCOS(C)(=O)=O.CCOS(C)(=O)=O.Fc1ccccc1.C1CCOC1.C1CCOC1.C1CCOC1

Atom charges from the Löwdin analysis, given in e for atoms 1 to 6: atom 1 (C): -0.19, atom 2 (C): -0.14, atom 3 (C): -0.19, atom 4 (O): -0.13, atom 5 (C): -0.22, atom 6 (H): 0.09

---

Record 2
A molecular structure, C30H32N2O3PPd, computed with ωB97M-V with the def2-TZVPD basis set.

Cartesian coordinates (Å):
Pd  0.340  0.031  -0.715
C  1.636  4.385  -1.554
N  2.603  3.316  -1.710
C  3.816  3.622  -2.436
C  2.492  2.230  -0.878
O  1.581  2.123  -0.084
C  3.588  1.172  -1.032
O  3.390  0.021  -0.275
C  3.936  -0.038  1.008
C  2.862  -0.186  2.095
O  1.688  -0.080  1.853
N  3.332  -0.450  3.366
C  2.371  -0.714  4.414
C  4.714  -0.660  3.717
H  1.393  4.799  -2.534
H  2.020  5.190  -0.917
H  0.739  3.979  -1.095
H  3.591  4.389  -3.176
H  4.191  2.753  -2.975
H  4.615  4.004  -1.789
H  4.561  1.633  -0.802
H  3.613  0.859  -2.078
H  4.561  0.838  1.227
H  4.582  -0.923  1.047
H  1.373  -0.549  4.019
H  2.542  -0.047  5.265
H  2.453  -1.748  4.766
H  5.385  -0.328  2.930
H  4.924  -1.717  3.922
H  4.961  -0.091  4.618
C  -6.745  0.720  -1.463
C  -6.030  0.676  -2.650
C  -4.684  0.321  -2.634
C  -4.029  -0.009  -1.451
C  -4.767  0.047  -0.268
C  -6.107  0.405  -0.268
P  -2.161  -0.315  -1.560
C  -1.703  0.660  -0.080
C  -1.638  0.150  1.237
C  -1.479  0.991  2.321
C  -1.396  2.374  2.148
C  -1.472  2.897  0.866
C  -1.625  2.060  -0.232
C  -2.120  -2.092  -1.065
C  -3.263  -2.835  -0.902
C  -3.207  -4.239  -0.732
C  -2.011  -4.886  -0.769
C  -0.804  -4.162  -0.962
C  0.438  -4.835  -1.041
C  1.583  -4.108  -1.220
C  1.539  -2.699  -1.290
C  0.363  -1.965  -1.204
C  -0.838  -2.747  -1.074
H  -7.792  1.003  -1.465
H  -6.513  0.925  -3.588
H  -4.120  0.300  -3.562
H  -4.279  -0.188  0.672
H  -6.656  0.444  0.667
H  -1.696  -0.923  1.383
H  -1.408  0.566  3.317
H  -1.272  3.028  3.002
H  -1.406  3.969  0.716
H  -1.711  2.482  -1.229
H  -4.235  -2.362  -0.919
H  -4.128  -4.792  -0.583
H  -1.960  -5.965  -0.652
H  0.460  -5.918  -0.964
H  2.538  -4.621  -1.299
H  2.482  -2.171  -1.397

Output
E_tot: -1966.81601 Ha
net charge: -1
multiplicity: 1
HOMO-LUMO gap: 4.275 eV
HOMO energy: -1.911 eV
ΔE to the lowest compared entry with this formula, charge and spin: 37.7 kcal/mol

Atom charges from the natural (NBO) analysis, given in e for atoms 1 to 6: atom 1 (Pd): 0.16, atom 2 (C): -0.41, atom 3 (N): -0.45, atom 4 (C): -0.41, atom 5 (C): 0.65, atom 6 (O): -0.59

---

Record 3
A molecular structure, C31H35ClHfN2Si2, computed with ωB97M-V with the def2-TZVPD basis set.

Cartesian coordinates (Å):
C  -3.623  2.192  2.710
C  -2.354  1.574  3.003
C  -1.380  2.136  2.103
H  -2.126  0.907  3.838
C  -2.047  3.064  1.230
C  -3.434  3.103  1.597
H  -4.161  3.838  1.237
H  -4.521  2.130  3.329
H  -0.304  1.982  2.147
H  -1.547  3.715  0.507
Hf  -2.970  0.979  0.874
Si  -0.302  -0.398  -0.720
C  -0.239  -1.666  0.681
C  -0.302  -3.054  0.456
H  -0.630  -3.435  -0.531
C  0.131  -3.937  1.439
H  0.158  -5.014  1.234
C  0.514  -3.450  2.691
H  0.857  -4.136  3.468
C  0.464  -2.074  2.962
H  0.700  -1.677  3.958
C  0.108  -1.178  1.943
H  0.088  -0.100  2.135
C  0.763  1.219  -0.358
C  1.871  1.266  0.502
H  2.166  0.380  1.092
C  2.632  2.444  0.581
H  3.559  2.443  1.162
C  2.198  3.600  -0.080
H  2.814  4.497  -0.060
C  1.004  3.592  -0.804
H  0.623  4.506  -1.269
C  0.297  2.398  -0.964
H  -0.646  2.374  -1.533
H  -1.262  0.619  0.233
Si  1.392  -1.046  -2.051
C  2.630  0.164  -2.721
C  4.008  -0.039  -2.491
H  4.359  -0.998  -2.121
C  4.930  1.005  -2.677
H  5.975  0.846  -2.407
C  4.511  2.246  -3.161
H  5.225  3.076  -3.249
C  3.162  2.421  -3.491
H  2.828  3.390  -3.870
C  2.234  1.389  -3.298
H  1.188  1.570  -3.544
C  2.391  -2.403  -1.224
C  3.114  -2.257  -0.020
H  3.138  -1.300  0.501
C  3.780  -3.354  0.547
H  4.282  -3.238  1.505
C  3.768  -4.593  -0.092
H  4.266  -5.453  0.363
C  3.076  -4.729  -1.300
H  3.052  -5.697  -1.805
C  2.377  -3.652  -1.861
H  1.809  -3.774  -2.795
H  0.148  -1.429  -2.898
Cl  -2.320  -0.826  -1.614
N  -4.602  -0.294  1.729
C  -5.652  -0.551  0.653
C  -5.928  0.691  -0.184
N  -4.689  1.542  -0.446
H  -4.266  -1.181  2.142
H  -5.058  0.145  2.548
H  -5.288  -1.390  0.044
H  -6.575  -0.872  1.157
H  -6.335  0.387  -1.157
H  -6.676  1.338  0.293
H  -4.423  1.484  -1.439
H  -4.933  2.541  -0.359

Output
E_tot: -2398.41720 Ha
net charge: +2
multiplicity: 1
HOMO-LUMO gap: 4.655 eV
HOMO energy: -12.210 eV
ΔE to the lowest compared entry with this formula, charge and spin: 40.7 kcal/mol

Atom charges from the Löwdin analysis, given in e for atoms 1 to 6: atom 1 (C): -0.17, atom 2 (C): -0.15, atom 3 (C): -0.16, atom 4 (H): 0.15, atom 5 (C): -0.15, atom 6 (C): -0.17

---

Record 4
A single C19H29N5O4 molecule, computed with ωB97M-V with the def2-TZVPD basis set.

Cartesian coordinates (Å):
C  7.309  0.055  1.234
C  7.154  -1.270  0.497
C  5.716  -1.554  0.061
C  5.218  -0.598  -1.021
C  3.813  -0.952  -1.485
H  3.753  -2.001  -1.795
H  3.497  -0.325  -2.326
O  2.902  -0.751  -0.397
C  1.615  -0.625  -0.704
O  1.169  -0.617  -1.820
C  0.779  -0.483  0.562
N  -0.581  -0.130  0.262
C  -1.154  0.945  -0.357
N  -2.449  0.747  -0.617
C  -2.717  -0.502  -0.194
C  -1.590  -1.089  0.354
C  -1.593  -2.407  0.875
O  -0.675  -3.030  1.386
N  -2.864  -2.972  0.741
C  -4.020  -2.433  0.211
O  -5.053  -3.064  0.175
N  -3.916  -1.143  -0.263
C  -5.064  -0.482  -0.840
H  -5.352  0.369  -0.223
H  -5.876  -1.205  -0.884
H  -4.813  -0.126  -1.839
H  -2.962  -3.922  1.081
N  -0.569  2.108  -0.709
C  0.716  2.567  -0.244
H  1.448  1.762  -0.311
C  0.679  3.138  1.177
C  -0.342  4.267  1.334
H  -0.191  4.716  2.318
H  -0.156  5.043  0.589
C  -1.790  3.778  1.231
H  -2.429  4.418  1.842
H  -1.855  2.771  1.649
C  -2.369  3.770  -0.186
H  -2.582  4.794  -0.500
H  -3.311  3.223  -0.156
C  -1.454  3.125  -1.240
H  -2.072  2.660  -2.010
H  -0.825  3.883  -1.710
H  0.433  2.345  1.887
H  1.676  3.510  1.422
H  1.041  3.352  -0.933
H  1.254  0.218  1.253
H  0.746  -1.469  1.047
H  5.882  -0.639  -1.887
H  5.211  0.424  -0.642
H  5.661  -2.575  -0.324
H  5.053  -1.488  0.925
H  7.480  -2.078  1.155
H  7.805  -1.276  -0.381
H  8.327  0.163  1.602
H  6.631  0.098  2.084
H  7.097  0.897  0.580

Output
E_tot: -1316.24079 Ha
net charge: 0
multiplicity: 1
HOMO-LUMO gap: 8.239 eV
HOMO energy: -7.626 eV
structure (SMILES): CCCCCOC(=O)Cn1c(N2CCCCCC2)nc2c1c(=O)[nH]c(=O)n2C
ΔE to the lowest compared entry with this formula, charge and spin: 1.4 kcal/mol

Atom charges from the natural (NBO) analysis, given in e for atoms 1 to 6: atom 1 (C): -0.61, atom 2 (C): -0.39, atom 3 (C): -0.40, atom 4 (C): -0.42, atom 5 (C): -0.07, atom 6 (H): 0.19

---

Record 5
A molecular structure, C55H39BiNO6P2S4Sb, computed with ωB97M-V with the def2-TZVPD basis set.

Cartesian coordinates (Å):
Bi  0.958  0.296  0.110
O  0.529  -0.571  -2.856
S  -0.416  -1.406  -2.095
C  -1.581  -2.027  -3.354
C  -1.218  -2.972  -4.286
C  -2.084  -3.416  -5.294
C  -3.356  -2.911  -5.322
C  -4.510  -3.160  -6.252
C  -5.670  -2.302  -5.689
C  -5.073  -1.562  -4.522
C  -5.589  -0.632  -3.660
C  -4.733  -0.048  -2.715
C  -3.397  -0.386  -2.580
P  -2.251  0.668  -1.603
C  -3.405  1.928  -0.925
C  -3.559  3.230  -1.388
C  -4.348  4.122  -0.683
C  -4.974  3.740  0.492
C  -4.828  2.442  0.954
C  -4.051  1.547  0.248
C  -1.620  1.642  -3.040
C  -2.224  1.679  -4.293
C  -1.710  2.488  -5.291
C  -0.586  3.264  -5.062
C  0.030  3.224  -3.823
C  -0.484  2.416  -2.827
C  -2.871  -1.445  -3.375
C  -3.737  -1.963  -4.358
C  0.445  -2.962  -1.776
C  1.414  -3.392  -2.651
C  1.970  -4.680  -2.587
C  1.482  -5.539  -1.641
C  1.790  -6.980  -1.338
C  0.830  -7.362  -0.185
C  0.166  -6.072  0.200
C  -0.721  -5.759  1.192
C  -1.154  -4.434  1.297
C  -0.776  -3.422  0.433
P  -1.185  -1.667  0.894
C  -0.627  -1.842  2.640
C  -1.301  -2.478  3.619
C  -0.623  -3.130  4.710
C  0.701  -3.042  4.873
C  1.472  -2.024  4.114
C  0.849  -1.678  2.767
C  -2.986  -1.881  1.012
C  -3.749  -1.239  1.983
C  -5.123  -1.412  2.002
C  -5.745  -2.177  1.028
C  -4.993  -2.766  0.023
C  -3.620  -2.618  0.016
C  0.046  -3.753  -0.677
C  0.544  -5.070  -0.705
H  -0.222  -3.383  -4.248
H  -1.734  -4.136  -6.020
H  -4.768  -4.220  -6.279
H  -4.250  -2.862  -7.271
H  -6.500  -2.930  -5.358
H  -6.059  -1.612  -6.442
H  -6.618  -0.303  -3.718
H  -5.128  0.737  -2.084
H  -3.069  3.551  -2.297
H  -4.450  5.139  -1.036
H  -5.556  4.457  1.056
H  -5.285  2.136  1.885
H  -3.898  0.546  0.619
H  -3.103  1.083  -4.495
H  -2.198  2.515  -6.257
H  -0.191  3.890  -5.849
H  0.912  3.816  -3.630
H  -0.004  2.379  -1.862
H  1.744  -2.697  -3.409
H  2.735  -4.973  -3.290
H  2.830  -7.074  -1.020
H  1.647  -7.617  -2.213
H  1.360  -7.817  0.653
H  0.071  -8.076  -0.518
H  -1.066  -6.488  1.911
H  -1.810  -4.187  2.116
H  -2.368  -2.623  3.540
H  -1.212  -3.792  5.329
H  1.236  -3.596  5.628
H  1.477  -1.115  4.734
H  1.302  -2.288  1.967
H  -3.261  -0.602  2.707
H  -5.715  -0.936  2.772
H  -6.819  -2.307  1.044
H  -5.476  -3.342  -0.755
H  -3.024  -3.090  -0.754
O  0.634  6.462  -0.373
C  0.794  5.140  -0.081
C  1.982  4.471  -0.354
C  2.077  3.121  -0.083
N  0.982  2.446  0.376
C  -0.146  3.102  0.730
C  -0.276  4.449  0.535
C  -1.200  2.216  1.354
O  -2.055  2.694  2.073
O  -1.062  0.966  1.049
C  3.307  2.307  -0.212
O  4.370  2.793  -0.559
O  3.134  1.049  0.109
H  1.441  6.778  -0.801
H  2.845  4.964  -0.778
H  -1.172  4.968  0.834
S  3.245  -2.442  3.865
Sb  3.782  -0.969  1.805
S  3.164  -2.480  0.219
S  1.413  0.069  2.519

Output
E_tot: -5355.92136 Ha
net charge: -1
multiplicity: 2
HOMO-LUMO gap (spin up / spin down): 4.066 / 7.096 eV
HOMO energy (spin up / spin down): -2.183 / -5.213 eV
ΔE to the lowest compared entry with this formula, charge and spin: 81.3 kcal/mol
<S²>: 0.77

Atom charges from the Löwdin analysis, given in e for atoms 1 to 6: atom 1 (Bi): 1.54, atom 2 (O): -0.52, atom 3 (S): 0.74, atom 4 (C): -0.24, atom 5 (C): -0.04, atom 6 (C): -0.01

---

Question: What is the multiplicity in the fourth record?
Answer: 1